Entry 1:
Below is a structure of composition C21H39F3N2O6PSZr, with properties calculated with ωB97M-V/def2-TZVPD.

The value obtained for the HOMO-LUMO gap is 8.0886 eV. For the energy above the lowest of the compared OMol25 structures with the same formula, charge and spin, the calculation gives 3.6 kcal per mole. Its total charge is +3. Its spin multiplicity is 1. The value obtained for the HOMO energy is -18.11 eV. The calculated total energy is -67209.912 eV.

Geometry (Å):
Zr -0.8468 -0.0763 -0.2557
S -0.3792 1.4409 -2.4985
P -1.5382 -0.0624 2.9192
F -2.0870 0.3137 -4.2133
F -2.9648 1.7318 -2.8596
F -2.2597 -0.2194 -2.0834
O -0.3359 -1.9796 -0.7264
O 0.1993 2.4040 -3.3311
O -0.5301 0.1325 1.6422
O 0.2920 0.1420 -2.2292
O 0.7806 -3.2538 -2.1377
O -0.7884 1.8236 -1.0722
N 1.8762 -1.6990 -0.8489
N 1.6545 -0.5747 -0.0212
C -2.8366 -1.9812 1.1587
C -0.5464 -0.1842 4.3907
C -4.7619 1.4031 1.0147
C -4.8859 0.6881 2.3581
C -3.9984 1.2999 3.4350
C -1.4209 -0.1374 5.6892
C 1.1468 0.9730 5.8219
C -2.5374 1.4601 2.9666
C 0.1121 1.5479 6.8012
C -3.1512 -2.3019 3.6314
C -3.0485 -4.3083 2.0966
C 0.5775 0.8826 4.4068
C -2.2149 -1.7023 2.5439
C -3.3276 1.6573 0.5494
C -2.4850 2.2731 1.6595
C -2.7565 -3.4717 0.8311
C -1.3299 1.2186 6.3883
C -3.9015 -3.5333 3.0934
C -2.0415 0.8539 -3.0564
C 2.0434 -3.6996 -2.7709
C 0.7795 -2.3272 -1.2693
H 2.7996 -1.8963 -1.2095
H -1.0408 -0.9149 6.3538
H -5.3390 0.8890 0.2452
H -2.8879 0.6592 0.2333
H -2.1118 -4.6123 2.5715
H -5.9266 0.7050 2.6799
H 1.3541 0.6072 3.6920
H -3.4801 -3.6922 0.0461
H -1.4571 2.4731 1.3585
H -1.7301 2.0076 5.7445
H -1.9808 1.2062 7.2617
H -1.7715 -3.7201 0.4362
H -5.2012 2.4029 1.0989
H 2.4689 -2.8575 -3.3127
H -1.9843 2.0191 3.7256
H -4.0650 0.7430 4.3702
H -2.4608 -0.4073 5.4993
H 0.2290 2.6298 6.8686
H -1.2655 -2.2575 2.5686
H 0.2037 1.8667 4.1013
H 2.6973 -4.0923 -1.9945
H 1.7398 -4.4866 -3.4478
H 1.4640 -0.0269 6.1319
H -0.0756 -1.1707 4.3034
H -3.8648 -1.6319 1.1360
H 0.3064 1.1594 7.8006
H -4.6386 -0.3674 2.2457
H -4.8403 -3.2264 2.6236
H -4.1819 -4.1666 3.9331
H -2.3878 -1.4080 0.3017
H -4.3445 2.3107 3.6662
H 1.9844 -0.7882 0.9174
H 2.0472 1.5853 5.8142
H -2.5434 -2.5803 4.4930
H -3.8664 -1.5536 3.9758
H -3.5479 -5.2294 1.8021
H -2.9072 3.2569 1.8798
H 2.2109 0.1973 -0.3860
H -3.3144 2.2749 -0.3447



Entry 2:
Below is a structure of composition C21H39F3N7OS2V, with properties calculated with ωB97M-V/def2-TZVPD.

The value obtained for the HOMO-LUMO gap (alpha / beta) is 3.6753 / 5.6752 eV. Its expectation value of S² is 1.238. Its total charge is +3. Its spin multiplicity is 2. The value obtained for the HOMO energy (alpha / beta) is -15.70 / -15.70 eV. The calculated total energy is -90375.611 eV.

Geometry (Å):
V -0.5513 -0.1662 0.3867
S 0.2638 0.1488 2.3374
S 2.6741 3.0589 -0.6244
F 0.5206 -1.0942 5.0148
F 1.6827 0.0885 6.4091
F 0.3486 1.0447 5.0042
O -0.3787 2.1378 -0.0016
N 2.8197 0.2474 1.7934
N -0.9208 -2.2142 0.5350
N 3.3615 4.5142 -2.7540
N -2.5225 -0.0151 0.7448
N 4.8662 4.4961 -1.1583
N 1.2625 -0.5681 -0.4484
N -1.0534 -0.0350 -1.6975
C 3.6753 0.0504 4.4370
C -2.3487 -2.4611 0.8144
C 2.3209 0.1124 4.1340
C 1.3794 -0.1079 -1.8339
C -0.8418 3.1555 0.8927
C 5.4695 5.3277 -2.1846
C 1.8162 -1.9043 -0.1930
C 4.4218 5.3402 -3.3112
C -3.5834 -0.3660 -1.4696
C -3.4739 0.5192 -0.2363
C 1.9498 0.1889 2.7903
C 4.1121 0.2199 2.0898
C -2.9687 -1.2228 1.4592
C 1.0551 -3.0623 -0.8303
C 3.6670 4.0701 -1.5384
C 4.5875 0.1045 3.3906
C -0.4528 -3.1343 -0.5138
C 1.2315 0.0428 5.1777
C -2.3307 -0.3810 -2.3646
C 0.0724 -0.4016 -2.5657
C 5.5252 4.2740 0.0921
H 4.7917 4.8948 -4.2401
H -2.4796 0.3196 -3.1954
H -2.4863 -3.3276 1.4708
H 2.4819 4.3631 -3.2174
H 5.6711 6.3260 -1.7834
H 6.4985 3.8061 -0.0740
H 2.8510 -1.9507 -0.5554
H -2.6333 -1.1548 2.5005
H 1.5437 -3.9726 -0.4790
H -0.0066 -1.4652 -2.7990
H -1.0362 -2.9258 -1.4156
H -3.8521 -1.3759 -1.1644
H 4.0532 6.3465 -3.5280
H 5.6467 0.0424 3.5831
H -2.4158 0.7164 1.4496
H 0.4729 2.4678 -0.3469
H 4.7865 0.2724 1.2467
H 2.2136 -0.5965 -2.3471
H 6.4239 4.8920 -2.4955
H -4.0614 -1.3056 1.4572
H -0.4005 -2.4418 1.3860
H -1.7989 2.8442 1.3101
H 1.5719 0.9700 -1.8267
H -0.6889 -4.1605 -0.2075
H 5.6871 5.2272 0.6024
H -0.9841 4.0928 0.3488
H -4.4690 0.6053 0.2169
H -3.1569 1.5254 -0.5290
H 1.8562 0.0392 0.1500
H -2.2350 -1.3781 -2.8027
H 3.9940 -0.0430 5.4650
H -1.0522 0.9862 -1.6263
H -2.8326 -2.6935 -0.1361
H -4.4234 -0.0035 -2.0619
H 0.0443 0.1427 -3.5177
H -0.1311 3.3120 1.7069
H 1.8537 -2.0456 0.8914
H 4.9209 3.6300 0.7292
H 1.1904 -3.0428 -1.9122



Entry 3:
Below is a structure of composition C21H39FeN4O5, with properties calculated with ωB97M-V/def2-TZVPD.

The value obtained for the HOMO-LUMO gap (alpha / beta) is 9.3286 / 7.8025 eV. Its expectation value of S² is 8.763. For the energy above the lowest of the compared OMol25 structures with the same formula, charge and spin, the calculation gives 0.0 kcal per mole. Its total charge is +2. Its spin multiplicity is 6. The value obtained for the HOMO energy (alpha / beta) is -15.44 / -15.76 eV. The calculated total energy is -72978.870 eV.

Geometry (Å):
Fe 0.1698 -0.1253 -0.1191
O -1.2638 1.1912 -0.3848
O -2.3324 1.9317 -2.2085
O 1.0537 0.5319 -1.6048
O 2.5825 2.0422 -2.2236
O 0.8517 -2.0754 2.2292
N -1.7837 0.0063 1.9170
N 1.2230 1.2839 0.9850
N -1.4429 -1.2750 -0.9169
N 2.1892 -1.9932 0.3498
C 0.8090 -1.7520 1.0850
C -1.4639 0.4775 3.3463
C -0.1626 3.1642 2.0072
C -2.6554 -1.3367 -0.0216
C 2.4454 0.4487 1.3140
C 1.9824 -4.2737 -0.4458
C 1.9556 -2.8303 -0.9478
C -1.8034 -0.4114 -2.0725
C 0.6911 1.9308 2.2828
C 0.6553 -2.4698 -1.7586
C 0.0267 0.9777 3.3308
C 2.9108 -0.6337 0.2869
C -1.5452 -0.7079 4.2983
C 3.1318 -2.5910 -1.8898
C -0.8493 -2.6148 -1.3490
C -2.4958 -1.2538 1.5094
C 1.5800 2.2919 -0.0568
C 1.8153 1.6343 -1.4121
C -1.8401 1.0417 -1.5903
C -2.4996 1.5307 3.7095
C -1.1542 -3.7582 -0.3941
H -0.7089 -4.6689 -0.7902
H -2.5695 -1.0667 4.3984
H 2.7548 -2.5708 0.9761
H -0.9481 2.9776 1.2742
H 3.0852 -1.6208 -2.3851
H -3.4881 1.0771 3.7957
H -3.3042 -0.5156 -0.3241
H -1.3591 -2.8624 -2.2842
H -2.1457 0.7916 1.3592
H -1.0577 -0.5085 -2.8613
H 0.6501 0.0928 3.4738
H -2.7725 -0.6965 -2.4868
H 0.8072 -1.4813 -2.1935
H 0.7709 -3.1282 -2.6234
H 2.4613 2.8601 0.2457
H 0.7420 2.9709 -0.1917
H 1.6372 -4.9455 -1.2300
H -0.8962 -1.5271 3.9904
H 4.0843 -2.6872 -1.3664
H -0.8549 -0.1126 1.5553
H 0.1194 1.5360 4.2648
H -1.9349 -2.0866 1.9275
H -1.2203 -0.3799 5.2856
H 3.3174 1.0973 1.4317
H 3.0048 -4.5653 -0.1972
H -2.2213 -3.9569 -0.3248
H 2.2703 -0.0354 2.2709
H 2.8837 -0.2907 -0.7373
H 3.9512 -0.8496 0.5204
H 1.6041 2.2684 2.7845
H -3.2187 -2.2467 -0.2235
H -0.6213 3.4802 2.9425
H 0.4358 4.0034 1.6602
H -2.5520 2.3413 2.9835
H 1.3596 -4.4338 0.4333
H 3.1175 -3.3550 -2.6667
H -2.2548 1.9613 4.6798
H -3.4899 -1.2437 1.9533
H -0.7689 -3.6179 0.6151



Entry 4:
Below is a structure of composition C21H39IN2O4Si, with properties calculated with ωB97M-V/def2-TZVPD.

The value obtained for the HOMO-LUMO gap is 9.2291 eV. Its spin multiplicity is 1. The value obtained for the HOMO energy is -8.64 eV. The calculated total energy is -49556.925 eV.

Geometry (Å):
I -2.9273 -2.1460 1.8393
Si -1.7023 0.1204 -0.1917
O 3.9144 2.6518 0.5379
O 0.0833 -2.2801 2.7664
O 3.4372 0.4745 -1.7047
O 1.6723 -1.6656 -0.3718
N -0.7680 -0.2332 5.7662
N -3.6465 -1.8466 -4.5709
C -1.1629 -0.9160 1.3468
C 0.0116 -1.9246 1.3832
C -0.5931 -1.3714 4.8735
C 4.0923 1.7286 -1.6996
C -0.8670 -0.0931 2.6221
C -3.0793 -3.2677 -6.4141
C 0.1708 0.8686 5.6693
C 2.9301 2.6901 1.5567
C -2.9195 -2.8223 -5.1101
C -2.9383 -0.7461 -1.2893
C -0.2666 0.6338 -1.2664
C 3.0580 -1.6616 -0.6555
C -4.8129 -1.6507 -6.6542
C -2.4965 1.6974 0.4901
C 3.4292 2.7638 -0.7917
C 1.4053 -1.4186 0.9865
C -4.5732 -1.2791 -5.3394
C 2.5257 4.1145 1.9432
C 3.7454 -0.3086 -0.5695
C -4.0479 -2.6676 -7.2024
C -0.0137 -1.0440 3.4944
H -1.5695 -1.8364 4.7010
H 1.1912 0.4741 5.6481
H 3.4829 0.2111 0.3621
H 3.3714 4.7848 1.7568
H -4.2039 -2.9868 -8.2249
H 0.0409 -2.1341 5.3458
H -2.6024 -1.7501 -1.5679
H 0.0357 1.5170 4.7866
H 4.0833 2.0835 -2.7353
H 2.3434 2.6034 -0.8108
H 3.3621 2.1609 2.4129
H 2.0976 -2.0074 1.6110
H -3.9084 -0.8370 -0.7945
H -1.7217 0.0906 5.7407
H 0.0529 -0.1549 -1.9527
H -3.5474 1.7504 0.1823
H 0.0894 1.4983 6.5610
H 3.6237 3.7737 -1.1816
H -0.6012 1.5007 -1.8540
H 5.1414 1.6088 -1.3862
H -1.7869 0.2174 3.1240
H 3.5742 -2.3358 0.0475
H 0.6117 0.9348 -0.6933
H 3.1719 -2.0747 -1.6626
H -5.5815 -1.1532 -7.2300
H 2.2651 4.1769 3.0043
H -2.1715 -3.2705 -4.4648
H 4.8333 -0.4901 -0.5334
H -0.1893 -2.8296 0.8040
H -5.1540 -0.4873 -4.8784
H 1.5529 -0.3559 1.2417
H 2.0480 2.1208 1.2239
H -2.4593 1.7862 1.5781
H -3.0590 -0.1659 -2.2115
H -0.3024 0.8176 2.3753
H 1.6712 4.4767 1.3619
H -2.4577 -4.0653 -6.7976
H -1.9894 2.5749 0.0714
H 1.0006 -0.6284 3.5948